Molecular formula: C65H126ClN9O27
Method: DFT, the ωB97M-V functional and the def2-TZVPD basis

Results
M = 1501.212 g/mol
LUMO level = -0.19647 Ha
Kohn-Sham gap = 1.988 eV

Last column: Mulliken charge in e.
Cartesian coordinates (Å):
C -2.41808 -1.78336 1.06449  -1.479
C -1.58171 -0.52187 0.72194  1.486
C -1.87418 0.52046 1.81186  -1.534
C -0.83390 1.67190 1.79152  -0.714
C 0.49808 1.09712 2.25357  -1.014
C 1.13112 0.06301 1.22128  1.095
N -0.06060 -0.92834 0.82198  0.599
O 0.30599 -1.89303 -0.11135  -0.228
C 2.33134 -0.69503 1.84930  -1.586
C 1.61241 0.83046 -0.05599  -1.502
C -1.88764 0.09889 -0.71582  -1.541
H -3.10167 -1.51301 1.86931  0.417
H -1.79952 -2.60411 1.42763  0.356
H -2.88956 -2.11234 0.13844  0.377
H -1.88803 0.02987 2.78512  0.586
H -2.87299 0.92059 1.63762  0.501
H -1.13023 2.43844 2.50756  0.387
H -0.68665 2.22163 0.86187  0.358
H 0.36882 0.66962 3.24787  0.389
H 1.12386 1.98900 2.28635  0.435
H 2.66883 -1.47132 1.16258  0.439
H 2.00187 -1.05906 2.82244  0.406
H 3.12653 0.01177 2.08637  0.393
H 0.92381 1.39641 -0.68338  0.305
H 2.15511 0.23627 -0.79120  0.431
H 2.35009 1.61062 0.13184  0.448
H -1.43809 -0.40685 -1.57037  0.399
H -1.41932 1.08214 -0.76074  0.333
H -2.96868 0.10849 -0.85493  0.459
Cl -1.67570 -2.50306 8.32264  1.611
O -1.02396 -1.23056 8.39244  -0.675
O -1.40848 -3.08668 9.62071  -0.650
O -3.06825 -2.35762 8.00097  -0.636
O -1.07245 -3.21245 7.27055  -0.651
O 5.62525 -6.43573 8.49927  -0.644
C 4.66810 -5.81325 8.93313  0.587
N 3.48469 -6.40543 8.92855  -0.365
C 4.76830 -4.32614 9.40477  -0.799
H 2.71241 -5.75451 8.92931  0.208
H 3.29004 -7.38142 8.75635  0.211
H 5.06184 -3.70945 8.55528  0.228
H 5.47161 -4.29585 10.23696  0.257
H 3.80043 -4.10900 9.85662  0.318
O -7.90224 2.67055 5.26763  -0.650
C -7.65298 2.02292 6.31272  0.588
N -6.56269 2.33193 7.05640  -0.356
C -8.57274 0.88191 6.67659  -0.849
H -5.88482 3.02643 6.77666  0.216
H -6.31689 1.76315 7.85400  0.214
H -9.44013 1.36522 7.12618  0.239
H -8.22930 0.07884 7.32869  0.339
H -8.90825 0.33894 5.79301  0.260
O -5.60414 7.31808 -1.63395  -0.620
C -6.14037 6.47131 -2.29494  0.630
N -6.23608 6.60041 -3.60750  -0.319
C -6.96371 5.42092 -1.60401  -0.881
H -5.78391 7.34895 -4.11281  0.215
H -6.59706 5.84897 -4.17770  0.153
H -7.88152 5.82843 -1.18016  0.244
H -6.48318 5.08114 -0.68656  0.274
H -7.13930 4.54826 -2.23309  0.302
O 3.34106 -8.45958 1.13916  -0.617
C 3.55500 -8.55032 2.32437  0.526
N 4.67997 -8.32895 2.95924  -0.350
C 2.35406 -8.95900 3.21137  -0.826
H 5.48357 -8.03531 2.42250  0.232
H 4.71577 -8.15400 3.95333  0.224
H 2.09135 -9.92432 2.77865  0.238
H 1.48827 -8.33557 2.98811  0.256
H 2.53975 -9.14246 4.26965  0.317
O -3.66497 7.81179 5.36070  -0.623
C -4.22666 8.51990 4.53252  0.551
N -5.17549 8.06856 3.73893  -0.364
C -3.82954 9.94113 4.34378  -0.843
H -5.16758 8.45976 2.80781  0.228
H -5.53785 7.17944 4.05238  0.242
H -4.14382 10.54887 5.19229  0.230
H -4.13884 10.42041 3.41495  0.312
H -2.74023 9.97999 4.34369  0.268
O -10.87306 -2.28846 -1.16999  -0.610
C -11.19942 -2.49534 -2.31364  0.596
N -12.16249 -1.84645 -2.87235  -0.357
C -10.39389 -3.43889 -3.21299  -0.893
H -12.68244 -1.18132 -2.31797  0.231
H -12.34681 -1.81815 -3.86499  0.209
H -9.38689 -3.06914 -3.40619  0.265
H -10.69036 -3.56727 -4.25401  0.313
H -10.31867 -4.43473 -2.77623  0.247
C -8.25338 0.94070 -8.37408  -1.117
C -7.66524 2.04142 -7.50528  -0.572
N -8.24259 3.43466 -7.55901  0.119
C -8.07282 4.09257 -8.89543  -0.250
C -6.64347 4.40948 -9.14618  -1.386
C -9.68983 3.40116 -7.21933  -0.435
C -10.46486 4.75179 -7.09480  -1.345
H -8.20037 1.01468 -9.46027  0.289
H -9.33820 0.88952 -8.28108  0.292
H -7.93064 -0.04894 -8.05076  0.409
H -7.64418 1.67343 -6.47950  0.364
H -6.61849 2.19312 -7.76874  0.319
H -8.45601 3.48293 -9.71371  0.286
H -8.56858 5.06028 -8.97208  0.335
H -6.09211 3.48020 -9.28950  0.294
H -6.55388 5.04485 -10.02731  0.432
H -6.17647 4.95779 -8.32805  0.273
H -9.73061 2.88545 -6.25990  0.416
H -10.25417 2.88712 -7.99738  0.270
H -9.80840 5.43233 -6.55256  0.312
H -11.43619 4.74786 -6.60023  0.391
H -10.63036 5.23042 -8.06002  0.305
C -7.85556 -9.76219 2.88853  -1.239
C -7.49508 -8.32310 3.37342  -0.327
N -7.11903 -8.42859 4.79060  -0.078
C -5.62998 -8.72782 4.81046  -0.274
C -5.06745 -8.95644 6.16625  -1.448
C -7.32958 -7.13571 5.42686  -0.376
C -8.78479 -6.60424 5.45455  -1.319
H -6.90395 -10.29083 2.83330  0.272
H -8.32746 -9.68729 1.90883  0.415
H -8.54731 -10.29599 3.54018  0.303
H -6.67047 -7.93533 2.77529  0.259
H -8.35433 -7.67461 3.20242  0.335
H -5.36852 -9.58436 4.18910  0.340
H -5.03287 -7.92645 4.37530  0.358
H -5.73807 -9.60674 6.72794  0.365
H -4.02836 -9.27915 6.10095  0.397
H -5.04582 -8.08187 6.81644  0.312
H -6.69567 -6.35272 5.01069  0.319
H -7.08313 -7.25642 6.48175  0.340
H -8.99645 -5.78950 6.14699  0.393
H -9.57206 -7.31522 5.70519  0.332
H -8.99091 -6.25112 4.44415  0.321
O 0.73456 3.82948 -7.46596  -0.638
C 1.03806 2.83983 -8.14303  0.536
O 0.89457 1.63563 -7.57702  -0.340
C 1.08161 0.60490 -8.55177  -0.343
C 1.07997 1.32143 -9.88705  -0.516
C 1.42160 2.78452 -9.59788  -0.314
H 0.23408 -0.07935 -8.59197  0.234
H 1.94920 -0.01218 -8.31813  0.295
H 0.13930 1.19986 -10.42415  0.285
H 1.86421 0.94568 -10.54422  0.296
H 0.76394 3.57886 -9.95087  0.243
H 2.48161 3.03037 -9.66154  0.261
O 7.55617 1.99374 -6.30781  -0.600
C 8.24516 2.98852 -6.44975  0.495
O 9.54371 2.98882 -6.11113  -0.345
C 10.18670 4.20439 -6.43820  -0.312
C 9.06089 5.17598 -6.58599  -0.488
C 7.75556 4.35598 -6.98542  -0.372
H 10.89973 4.14540 -7.26052  0.275
H 10.73666 4.50252 -5.54558  0.239
H 9.23911 5.85809 -7.41729  0.290
H 8.88439 5.76194 -5.68400  0.285
H 7.52964 4.15616 -8.03286  0.248
H 6.81794 4.65289 -6.51553  0.284
O 12.79557 4.99444 -0.05969  -0.600
C 11.60571 4.69285 0.06529  0.486
O 10.62008 5.61716 -0.00646  -0.346
C 9.32023 5.03986 0.11932  -0.275
C 9.52793 3.54718 0.22471  -0.539
C 11.05458 3.33974 0.16723  -0.269
H 8.64924 5.14175 -0.73362  0.241
H 8.80566 5.36085 1.02502  0.260
H 8.98819 2.94123 -0.50303  0.409
H 9.27697 3.30495 1.25739  0.181
H 11.20188 2.75948 -0.74366  0.180
H 11.50808 2.87333 1.04182  0.271
O 2.66205 7.85198 -0.07005  -0.607
C 2.04515 8.57235 -0.85577  0.518
O 2.43849 8.65945 -2.17099  -0.351
C 1.67548 9.67201 -2.90861  -0.369
C 0.39649 9.74510 -2.05555  -0.646
C 0.80779 9.38183 -0.61579  -0.271
H 1.52980 9.51152 -3.97685  0.334
H 2.25448 10.57816 -2.73042  0.246
H -0.30732 9.03673 -2.49256  0.282
H -0.11681 10.70034 -2.16566  0.355
H -0.09802 8.94340 -0.19698  0.258
H 1.07607 10.30400 -0.10029  0.252
O 8.38783 5.55020 6.71547  -0.582
C 7.22691 5.88677 6.85007  0.520
O 6.18815 5.03582 6.92231  -0.362
C 4.96114 5.55029 7.45509  -0.331
C 5.20161 7.05132 7.17096  -0.450
C 6.70537 7.27165 7.26518  -0.404
H 4.88758 5.22696 8.49343  0.251
H 4.12139 5.08892 6.93544  0.252
H 4.66075 7.57848 7.95689  0.302
H 4.87219 7.31506 6.16597  0.262
H 7.06877 7.51661 8.26319  0.253
H 7.04312 8.10067 6.64329  0.289
O 7.99577 -3.67949 -2.47913  -0.604
C 8.52861 -4.56077 -3.11445  0.496
O 9.78657 -4.91747 -2.83293  -0.339
C 10.25553 -5.94634 -3.72345  -0.321
C 9.10783 -6.38716 -4.56665  -0.478
C 7.95887 -5.48361 -4.19474  -0.295
H 10.45204 -6.80839 -3.08598  0.245
H 11.08891 -5.65190 -4.36135  0.289
H 8.82787 -7.43628 -4.47142  0.270
H 9.40287 -6.31046 -5.61316  0.251
H 7.10724 -5.93783 -3.68825  0.229
H 7.55725 -4.90499 -5.02659  0.257
O 14.21499 -0.99015 5.43364  -0.625
C 13.01250 -1.42551 5.31261  0.500
O 11.98088 -0.69086 5.80609  -0.342
C 10.69499 -1.25509 5.49946  -0.334
C 11.01158 -2.67121 4.96367  -0.530
C 12.45207 -2.66502 4.63278  -0.255
H 10.37875 -0.72931 4.59855  0.207
H 9.88654 -1.12795 6.21942  0.356
H 10.45178 -2.85759 4.04717  0.242
H 10.66867 -3.49664 5.58751  0.296
H 12.62563 -2.78663 3.56358  0.286
H 12.91312 -3.52853 5.11225  0.198
O -1.81218 -5.85001 -4.74500  -0.528
C -1.99934 -6.97450 -4.46167  0.469
O -3.00668 -7.45125 -3.57413  -0.380
C -2.74940 -8.79590 -3.18674  -0.316
C -1.47713 -9.14529 -3.82091  -0.536
C -1.15610 -8.11755 -4.89150  -0.324
H -3.62175 -9.34390 -3.54283  0.328
H -2.49365 -8.72695 -2.12941  0.227
H -1.57134 -10.16277 -4.20032  0.321
H -0.67283 -9.17855 -3.08599  0.243
H -1.37941 -8.47252 -5.89760  0.246
H -0.14563 -7.70885 -4.89182  0.248